Formula: C2H8O2
Source: the OMol25 dataset
Level of theory: the ωB97M-V functional and the def2-TZVPD basis

The geometry in ORCA input format:
```
! RIJCOSX wB97M-V def2-TZVPD def2/J DEFGRID3
* xyz 0 1
C 1.31763 1.86781 0.04388
O 1.74661 0.62471 -0.35067
H 0.24995 1.68362 0.17690
H 1.88963 2.37233 0.74236
H 1.33038 2.46084 -0.87059
H 2.60047 0.43453 0.07131
C -1.36739 -1.59207 -0.32188
O -1.83986 -0.93074 0.84664
H -0.32210 -1.60741 -0.31110
H -1.65304 -1.01834 -1.10561
H -1.92099 -2.57752 -0.41919
H -2.03130 -1.71777 1.49795
*
```

Results
HOMO = -9.9 eV
Energy relative to the best compared isomer or geometry (same formula, charge and spin) = 36.0 kcal/mol
LUMO level = 0.91 eV
Kohn-Sham gap = 10.83 eV
DFT total energy = -6296.8509 eV



Formula: C9H8NO2
Source: the OMol25 dataset
Level of theory: the ωB97M-V functional and the def2-TZVPD basis

The geometry in ORCA input format:
```
! RIJCOSX wB97M-V def2-TZVPD def2/J DEFGRID3
* xyz -1 1
C 0.53767 -2.05377 -0.89916
C 1.01790 -0.85411 -0.14897
C 1.16340 -1.01746 1.24724
N 1.44467 -1.22928 2.34318
C 1.45464 0.28433 -0.71707
C 1.53569 1.55079 -0.00930
C 0.44159 2.10707 0.53650
C -0.89912 1.56484 0.40850
C -1.35012 0.33840 0.66840
C -2.63152 -0.21675 0.01138
O -2.44614 -1.37359 -0.42021
O -3.62200 0.51115 -0.07699
H -0.56236 -2.04203 -0.83821
H 0.89915 -2.98315 -0.46029
H 0.83054 -1.99912 -1.94582
H 1.61118 0.31441 -1.79123
H 2.46721 2.10612 -0.05682
H 0.51740 3.11407 0.93706
H -1.60578 2.25447 -0.04975
H -0.80400 -0.37638 1.26154
*
```

Results
HOMO = -4.5 eV
Energy relative to the best compared isomer or geometry (same formula, charge and spin) = 4.5 kcal/mol
LUMO level = 3.53 eV
Kohn-Sham gap = 8.06 eV
DFT total energy = -15047.3918 eV



Formula: C27H48FeOP2
Source: the OMol25 dataset
Level of theory: the ωB97M-V functional and the def2-TZVPD basis

The geometry in ORCA input format:
```
! RIJCOSX wB97M-V def2-TZVPD def2/J DEFGRID3
* xyz 0 5
P 4.82774 -3.10027 -0.56796
P 3.00110 -4.02531 1.83123
C 5.58071 -4.23689 0.70639
C 4.51644 -5.04677 1.45181
H 6.15353 -3.60233 1.39951
H 6.28253 -4.90271 0.18485
H 4.17960 -5.90598 0.85219
H 4.91117 -5.42334 2.40588
C 3.44464 -3.53451 3.54979
H 2.55687 -3.09223 4.02057
H 4.24861 -2.78784 3.52680
H 3.76731 -4.41769 4.11897
C 1.86577 -5.40581 2.24144
H 2.32741 -6.08156 2.97459
H 1.62856 -5.95431 1.32109
H 0.94314 -4.97921 2.65503
C 6.29523 -2.03939 -0.85495
H 6.08646 -1.39232 -1.71636
H 7.18378 -2.65422 -1.05454
H 6.45953 -1.41606 0.03314
C 5.01233 -4.19962 -2.03308
H 4.28817 -5.02193 -1.97377
H 6.03497 -4.60032 -2.07334
H 4.80888 -3.60648 -2.93415
Fe -0.37502 0.96020 -0.94937
C -0.71497 -0.89441 0.05589
C -0.01383 -0.02215 0.91714
C 1.48115 -0.03666 1.14434
C 2.28196 0.94351 0.23903
C 1.72619 1.06661 -1.14575
C 1.22306 -0.00836 -1.90924
C 1.24383 -1.45718 -1.50305
C -0.05261 -1.94604 -0.79383
C -0.48720 2.26034 -2.48026
H -1.79590 -1.01997 0.22054
H -0.59600 0.52225 1.67769
H 1.89898 -1.05105 1.05008
H 1.65746 0.27260 2.18674
H 2.27974 1.94258 0.70326
H 3.34167 0.64337 0.20130
H 1.93243 2.01470 -1.65846
H 0.97756 0.18355 -2.96316
H 2.12076 -1.67507 -0.87804
H 1.36701 -2.04840 -2.42331
H -0.76508 -2.27550 -1.56663
H 0.17833 -2.85124 -0.20453
H -1.51333 2.09672 -2.84284
H 0.26327 2.20351 -3.28286
H -0.41174 3.21087 -1.92777
C -3.81882 1.50367 3.14915
C -3.94902 1.09725 1.68730
C -5.03862 0.03838 1.57931
C -4.31470 2.31948 0.83514
C -5.49321 2.98663 1.10572
C -5.87674 4.09243 0.36567
C -5.07954 4.56531 -0.67612
C -3.87341 3.93859 -0.97809
C -3.04742 4.52031 -2.12511
C -3.85169 4.48950 -3.42086
C -2.70601 5.97970 -1.84215
C -3.43346 2.78240 -0.22091
O -2.33387 2.17186 -0.42135
H -4.75137 1.96045 3.49137
H -3.00937 2.22845 3.29666
H -3.60958 0.61796 3.76041
H -2.99780 0.68895 1.32976
H -5.99911 0.45959 1.88739
H -5.14216 -0.33310 0.55312
H -4.79337 -0.80736 2.23230
H -6.12602 2.61617 1.92390
H -6.80677 4.59475 0.59870
H -5.40253 5.43498 -1.25560
H -2.13119 3.92769 -2.23617
H -4.82099 4.98512 -3.27237
H -3.30909 5.02103 -4.20682
H -4.04785 3.46422 -3.75081
H -2.04621 6.08011 -0.97468
H -2.21832 6.42219 -2.71365
H -3.62397 6.54558 -1.63327
*
```

Results
Expectation value of S² = 6.311
HOMO (spin up / spin down) = -5.7 / -6.5 eV
Energy relative to the best compared isomer or geometry (same formula, charge and spin) = 0.0 kcal/mol
LUMO level (spin up / spin down) = 0.73 / -1.97 eV
Kohn-Sham gap (spin up / spin down) = 6.40 / 4.52 eV
DFT total energy = -83785.5634 eV



Formula: C5H10O
Source: the OMol25 dataset
Level of theory: the ωB97M-V functional and the def2-TZVPD basis

The geometry in ORCA input format:
```
! RIJCOSX wB97M-V def2-TZVPD def2/J DEFGRID3
* xyz 0 1
C 1.50446 -0.88870 -0.08595
C 0.26557 -0.09312 0.14475
C -0.12825 1.19257 0.23437
C -1.43339 0.94405 -0.46997
C -1.13364 -0.55507 -0.14623
O -1.27663 -1.56153 -1.11112
H 1.61259 -1.77167 0.55179
H 1.39594 -1.25481 -1.11528
H 2.41339 -0.28660 -0.04214
H 1.88178 0.91745 1.87184
H 0.27819 2.10209 0.65773
H 2.09358 1.49710 1.46187
H -2.36558 1.42360 -0.15962
H -1.28867 1.06700 -1.54852
H -1.65084 -0.81540 0.78787
H -2.16851 -1.91695 -1.03139
*
```

Results
HOMO = -8.8 eV
Energy relative to the best compared isomer or geometry (same formula, charge and spin) = 72.1 kcal/mol
LUMO level = 0.89 eV
Kohn-Sham gap = 9.66 eV
DFT total energy = -7391.6407 eV



Formula: C15H17Br30NO4
Source: the OMol25 dataset
Level of theory: the ωB97M-V functional and the def2-TZVPD basis

The geometry in ORCA input format:
```
! RIJCOSX wB97M-V def2-TZVPD def2/J DEFGRID3
* xyz 0 1
O 2.17127 -1.36802 0.66853
N 2.39106 -0.34536 0.03563
O 1.21109 0.31230 -0.20009
C 0.94805 0.08445 -1.65826
C -0.64884 0.10648 -2.03021
C -1.06321 -1.49827 -2.01863
C -2.48409 -1.54459 -1.14046
O -2.97042 -0.12710 -1.22431
C -1.74421 0.67638 -0.95156
O -1.67109 1.59077 0.01864
H 1.53500 0.94442 -2.23282
H 1.47018 -0.96008 -1.89423
H -0.66291 0.68974 -3.04510
H -0.34615 -2.23286 -1.44895
H -1.30297 -1.69798 -3.15777
H -3.27149 -2.36894 -1.47014
H -2.25664 -1.69705 0.02069
C 1.28196 2.88865 3.00573
Br -0.03658 2.14534 1.78360
Br 1.59841 1.71920 4.52773
Br 2.93582 3.35130 2.09210
H 0.86296 3.82033 3.39998
C -0.23618 -1.63977 6.60464
Br 1.63221 -1.27452 7.00508
Br -0.87323 -0.58549 5.09903
Br -0.56321 -3.54006 6.34770
H -0.81703 -1.33079 7.47996
C -1.04231 5.97497 1.47201
Br 0.35020 6.78955 2.55920
Br -2.77604 6.03534 2.35223
Br -1.10968 6.74445 -0.31332
H -0.77961 4.91839 1.35516
C 4.66812 2.96074 -1.68081
Br 6.18152 3.09182 -0.46546
Br 3.23670 1.87183 -0.93950
Br 4.03152 4.71316 -2.23560
H 5.02471 2.45015 -2.58146
C 0.04138 -7.59801 8.27435
Br 0.67076 -6.02386 9.22858
Br -0.77346 -7.13361 6.57006
Br 1.44560 -8.92810 8.06683
H -0.74171 -8.05304 8.88978
C -3.05965 -5.80685 10.60804
Br -3.02709 -6.39897 12.46087
Br -3.43653 -7.27289 9.38619
Br -4.27981 -4.31459 10.34646
H -2.05435 -5.44331 10.37090
C -5.57971 0.40368 -3.66551
Br -5.06512 0.72318 -5.51423
Br -6.88407 1.70526 -3.04198
Br -6.19041 -1.42250 -3.38950
H -4.67975 0.53553 -3.05582
C 1.67807 0.49259 -5.59668
Br 1.68156 -1.10563 -4.48747
Br -0.12074 0.98698 -6.14812
Br 2.60413 1.97188 -4.73749
H 2.23663 0.25112 -6.50702
C 5.85775 6.13962 -5.84903
Br 4.18778 5.16777 -6.07562
Br 5.58874 7.83917 -4.94162
Br 7.21231 5.05564 -4.96913
H 6.23306 6.36844 -6.85192
C -1.58885 -2.00771 -8.84148
Br -2.67589 -1.04672 -7.54553
Br -2.54847 -3.51110 -9.61812
Br -0.87376 -0.82174 -10.20756
H -0.73337 -2.42114 -8.29720
*
```

Results
HOMO = -9.5 eV
LUMO level = -0.80 eV
Kohn-Sham gap = 8.73 eV
DFT total energy = -2126773.9680 eV



Formula: C3HBr2FN2
Source: the OMol25 dataset
Level of theory: the ωB97M-V functional and the def2-TZVPD basis

The geometry in ORCA input format:
```
! RIJCOSX wB97M-V def2-TZVPD def2/J DEFGRID3
* xyz 0 1
C 0.24357 -1.87999 -0.83902
C -2.18145 1.23772 -0.34424
C -0.23256 -1.24155 0.09726
N -1.38345 0.54176 0.21213
N -0.96265 -0.44542 0.80594
F 0.96588 -2.76380 -1.46010
Br -2.33632 3.06500 -0.67615
Br 3.07609 0.89216 0.37319
H 2.81090 0.59411 1.83100
*
```

Results
HOMO (spin up / spin down) = -8.5 / -8.5 eV
Energy relative to the best compared isomer or geometry (same formula, charge and spin) = 0.0 kcal/mol
LUMO level (spin up / spin down) = -0.96 / -0.97 eV
Kohn-Sham gap (spin up / spin down) = 7.56 / 7.56 eV
DFT total energy = -148902.8587 eV



Formula: C21H25N3O
Source: the OMol25 dataset
Level of theory: the ωB97M-V functional and the def2-TZVPD basis

The geometry in ORCA input format:
```
! RIJCOSX wB97M-V def2-TZVPD def2/J DEFGRID3
* xyz 0 1
C 0.81082 3.69327 -0.78278
C 1.61633 2.94587 0.27821
C 1.42030 1.37161 0.16796
C 2.16026 0.48981 1.18660
N 3.57094 0.34048 0.87041
C 3.77098 -0.87474 0.21628
C 4.90650 -1.36771 -0.45457
C 4.87606 -2.69380 -0.94814
C 3.80634 -3.53555 -0.68644
C 2.64453 -3.02741 -0.04567
C 2.67594 -1.74042 0.36084
N 1.68670 -0.96086 0.95965
C 0.49742 -1.43189 1.65643
C -0.98227 -0.72934 1.44830
O -1.17187 0.05631 2.34075
N -1.80483 -0.84441 0.32892
C -1.30005 -1.08430 -1.01414
C -1.44044 0.07231 -2.09886
C -2.70602 0.87214 -1.80803
C -3.50932 0.48510 -0.62470
C -4.77766 1.11285 -0.48206
C -5.60932 0.82784 0.62137
C -5.27542 -0.01624 1.60597
C -4.01053 -0.63177 1.56319
C -3.07852 -0.27354 0.47545
H 0.87138 4.77250 -0.55332
H 1.29135 3.44472 -1.68841
H -0.20641 3.18245 -0.80042
H 1.31546 3.28203 1.30425
H 2.59840 3.22135 0.05390
H 1.81624 0.96071 -0.76738
H 0.30308 1.30624 0.28690
H 1.98735 0.92148 2.26425
H 4.19640 1.14344 0.86012
H 5.72972 -0.66567 -0.60354
H 5.57163 -3.28667 -1.52909
H 3.86855 -4.55548 -0.93980
H 1.78513 -3.67460 0.21441
H 0.75325 -1.39958 2.73350
H 0.41410 -2.52607 1.41541
H -0.31417 -1.53562 -0.98331
H -1.86932 -1.94933 -1.18773
H -0.44562 0.65963 -1.98577
H -1.53702 -0.35794 -3.04260
H -3.39285 0.74764 -2.67852
H -2.47154 1.94780 -1.73593
H -5.17290 1.67543 -1.28871
H -6.59527 1.39055 0.75311
H -5.63299 -0.40113 2.51401
H -3.64082 -1.35951 2.24975
*
```

Results
HOMO = -7.0 eV
Energy relative to the best compared isomer or geometry (same formula, charge and spin) = 110.1 kcal/mol
LUMO level = 0.80 eV
Kohn-Sham gap = 7.84 eV
DFT total energy = -28697.7541 eV



Formula: C24H73CoN11O16
Source: the OMol25 dataset
Level of theory: the ωB97M-V functional and the def2-TZVPD basis

The geometry in ORCA input format:
```
! RIJCOSX wB97M-V def2-TZVPD def2/J DEFGRID3
* xyz 0 4
Co 1.27085 -1.22863 -0.36773
O 1.55503 -3.23713 -1.02884
C 2.73977 -3.14466 -1.75714
C 3.15139 -1.67086 -2.25867
O 2.92026 -0.47328 -1.56327
H 2.94484 -3.93712 -2.47691
H 3.47016 -3.46189 -1.01283
H 2.74802 -1.61241 -3.26960
H 4.18351 -1.73213 -2.60372
C -1.41490 4.27934 -4.29017
O -0.79534 3.20216 -3.73075
C 0.44917 3.54299 -3.04556
C 1.59853 4.02452 -4.00886
N 1.87082 3.04298 -5.11156
C 2.54412 1.90382 -4.52823
C 2.89744 0.87850 -5.57363
O 1.73393 0.49211 -6.20661
C 1.12251 -0.68489 -5.70106
H -1.74916 4.97641 -3.52175
H -2.33573 3.91643 -4.74674
H -0.82049 4.76554 -5.06373
H 0.81754 2.74913 -2.39581
H 0.18753 4.37464 -2.39133
H 2.56554 4.35303 -3.62800
H 1.29711 4.98210 -4.43347
H 0.90474 2.77376 -5.23123
H 1.96116 1.47125 -3.71513
H 3.43486 2.17833 -3.96313
H 3.47008 0.06070 -5.13619
H 3.61518 1.43747 -6.17407
H 1.57240 -1.59240 -6.10373
H 0.10011 -0.83534 -6.04773
H 1.05939 -0.73568 -4.61408
C -8.07955 5.78412 0.52771
O -7.85972 4.73939 -0.35369
C -8.73274 3.62537 -0.19523
C -8.24862 2.65431 -1.31119
N -6.88925 2.34926 -0.89654
C -6.12998 1.62287 -1.92740
C -4.67444 1.29344 -1.33052
O -3.81952 2.46822 -1.47001
C -2.61740 2.30110 -0.65100
H -9.12171 6.10347 0.52393
H -7.65491 6.62604 -0.01907
H -7.59502 5.76859 1.50397
H -9.71729 4.08644 -0.27391
H -8.53656 3.12026 0.75054
H -8.31472 3.29403 -2.19123
H -8.89040 1.77657 -1.38741
H -6.36160 3.19871 -0.75469
H -5.93411 2.24831 -2.79837
H -6.65048 0.70916 -2.21428
H -4.13186 0.56717 -1.93567
H -4.80099 0.97259 -0.29653
H -2.20306 3.23356 -0.26769
H -1.85560 1.69819 -1.14523
H -2.72387 1.75186 0.28447
C 2.32194 1.30328 8.90367
O 2.67900 0.28951 7.96100
C 2.35026 0.72041 6.66045
C 2.42591 -0.47481 5.64925
N 1.27432 -1.38286 5.75882
C 1.48271 -2.59938 4.98817
C 2.61816 -3.44158 5.48820
O 3.89424 -2.93332 5.23903
C 4.86061 -3.87611 5.54026
H 3.04876 2.09639 8.72813
H 2.49773 1.00124 9.93613
H 1.33225 1.72835 8.73655
H 3.08766 1.47030 6.37410
H 1.37369 1.20414 6.68090
H 3.39924 -0.92613 5.84170
H 2.31150 -0.12440 4.62347
H 1.24235 -1.74570 6.70085
H 1.54522 -2.46536 3.90825
H 0.58585 -3.21877 4.99884
H 2.42114 -4.43912 5.09550
H 2.47397 -3.47115 6.56822
H 4.69518 -4.87089 5.12657
H 5.01600 -3.95452 6.61627
H 5.75625 -3.54402 5.01524
C -0.91030 -0.78209 -2.58742
O -0.37242 -0.72762 -1.45977
N -1.34583 -1.87964 -3.16822
N -1.13411 0.20177 -3.33093
H -1.64046 -1.76779 -4.12779
H -1.22669 -2.80342 -2.77766
H -0.90103 1.14122 -3.04250
H -1.67394 0.14226 -4.18248
C 4.02990 -1.18921 1.82562
O 2.85326 -1.24927 1.54235
N 4.88006 -0.73662 0.89148
N 4.56553 -1.60063 2.94443
H 4.54417 -0.56140 -0.04478
H 5.85160 -0.90800 1.10789
H 5.56231 -1.74955 2.87856
H 3.97727 -1.98176 3.67160
C -0.43187 -5.27337 -3.64075
O -0.94542 -6.17169 -4.33107
N -0.79937 -5.07747 -2.36587
N 0.61794 -4.62050 -3.90190
H -1.52130 -5.54098 -1.83288
H -0.10922 -4.53083 -1.87093
H 0.99678 -4.68366 -4.83602
H 0.99505 -4.00510 -3.19539
C -0.66234 -2.59634 2.02029
O 0.07097 -2.02244 1.20812
N -0.91184 -3.84563 1.85504
N -1.22261 -2.05698 3.05717
H -0.39387 -4.27088 1.09941
H -1.81512 -4.25671 2.04263
H -1.80610 -2.58683 3.68874
H -0.99581 -1.09422 3.26151
O 2.56245 -4.44071 1.37007
H 2.55316 -3.55150 1.72424
H 2.13917 -4.36294 0.51507
O -0.50024 2.72051 2.08292
H -1.37403 3.08936 2.21207
H -0.08182 3.30899 1.45456
O 0.94642 0.63388 0.52226
H 1.61469 1.28628 0.31242
H 0.48772 0.99553 1.28057
O 2.77773 2.19986 -0.58632
H 3.02775 1.31902 -0.86531
H 3.50089 2.48980 -0.03026
*
```

Results
Expectation value of S² = 3.755
HOMO (spin up / spin down) = -7.4 / -7.4 eV
LUMO level (spin up / spin down) = 0.09 / 0.09 eV
Kohn-Sham gap (spin up / spin down) = 7.46 / 7.45 eV
DFT total energy = -112847.3262 eV